Record 1
The following is a DFT calculation (ωB97M-V/def2-TZVPD) of 2 unconnected molecules or ions with the total composition C10H12N3 in a non-equilibrium geometry.

Structure (ORCA input):
```
! RIJCOSX wB97M-V def2-TZVPD def2/J DEFGRID3
* xyz 1 1
C -3.2461 -0.1048 2.1788
C -2.8622 1.2372 2.1963
C 1.5128 0.1243 -1.7680
C 0.6559 -1.6040 -0.3827
C -2.4440 -0.7718 1.1567
C -1.7387 1.2999 1.3278
C 1.6676 -0.8062 -2.7603
C 0.7303 -2.5064 -1.3830
C 1.0204 -0.2458 -0.4806
C 1.3893 1.8296 0.6465
N -1.6250 0.1406 0.6571
N 1.2985 -2.0704 -2.5623
N 1.1458 0.4864 0.5496
H -4.1971 -0.4914 2.5726
H -3.0859 2.0446 2.9171
H 1.7181 1.1822 -2.0008
H 0.1510 -1.9194 0.4653
H -2.7367 -1.7841 0.7549
H -0.8694 1.9387 1.1414
H 2.1259 -0.6163 -3.6522
H 0.6486 -3.5659 -1.2810
H 1.0180 2.4184 -0.1904
H 1.1282 2.3138 1.5511
H 2.4699 1.8677 0.6410
H 1.4997 -2.7971 -3.2771
*
```

Values from the calculation:
- energy above the lowest of the compared OMol25 structures with the same formula, charge and spin (kJ/mol) = 315.9
- E_LUMO (alpha / beta) (eV) = -6.13 / -4.81
- HOMO level (alpha / beta) (eV) = -12.09 / -12.20

***

Record 2
The following is a DFT calculation (ωB97M-V/def2-TZVPD) of a single C10H12N4O molecule in a non-equilibrium geometry.

Structure (ORCA input):
```
! RIJCOSX wB97M-V def2-TZVPD def2/J DEFGRID3
* xyz 0 1
C 2.2723 -2.8113 -0.0957
C 1.6971 -2.5908 1.1179
C 2.2683 -1.7774 -0.9927
C 1.2568 -1.3393 1.4041
C 1.6784 -0.4839 -0.7462
C 1.1505 -0.2441 0.5097
C -4.2767 2.1295 -1.7297
C 0.6516 1.1441 0.9716
C -0.6523 1.5907 0.2083
C -1.8546 0.6935 0.2930
N -3.5497 2.0667 -0.5691
N -2.8219 0.3273 -1.8548
N -5.1501 2.8906 -2.0956
N -2.7581 1.0065 -0.7240
O -3.7719 1.0089 -2.5807
H 2.8078 -3.7875 -0.2472
H 1.8479 -3.4136 1.9181
H 2.7230 -2.0013 -1.9754
H 0.7968 -1.2462 2.3573
H 1.8511 0.3117 -1.4889
H 0.3783 1.0606 2.0240
H 1.4240 1.9248 0.7731
H -0.8689 2.5382 0.6565
H -0.4898 1.7942 -0.8004
H -2.4262 0.5755 1.2853
H -1.3888 -0.2727 0.0592
H -5.5931 2.6623 -2.9240
*
```

Values from the calculation:
- energy above the lowest of the compared OMol25 structures with the same formula, charge and spin (kJ/mol) = 460.9
- E_LUMO (eV) = 0.10
- HOMO level (eV) = -8.75

***

Record 3
The following is a DFT calculation (ωB97M-V/def2-TZVPD) of a gas-phase ion, C10H12NO (charge +1) in a non-equilibrium geometry.

Structure (ORCA input):
```
! RIJCOSX wB97M-V def2-TZVPD def2/J DEFGRID3
* xyz 1 1
C 2.6582 1.8561 -1.2202
O 2.0321 0.7695 -0.4825
N 0.7491 0.9561 -0.1726
C -0.0543 2.0129 -0.1915
C -1.3360 1.5532 0.2078
C -1.3731 0.1966 0.3981
C -2.3030 -0.5662 1.0660
C -1.7957 -1.6824 1.7019
C -0.3318 -1.9796 1.7265
C 0.4542 -1.2869 0.9198
C -0.1006 -0.3367 -0.0829
C -0.2880 -1.4208 -1.3121
H 3.6562 1.8983 -0.7103
H 2.1103 2.6569 -0.9723
H 2.7560 1.6712 -2.3053
H 0.3133 3.0233 -0.1922
H -2.1197 2.2364 0.1293
H -3.2657 -0.1609 0.9740
H -2.4730 -2.3206 2.1914
H 0.0403 -2.7650 2.3909
H 1.4987 -1.6056 0.6459
H 0.6495 -1.0952 -1.8593
H -0.3135 -2.3375 -0.8805
H -1.1635 -1.2731 -1.9701
*
```

Values from the calculation:
- structure (SMILES) = CO[N+]1=CC=C2C=CC=C[C@@]21C
- energy above the lowest of the compared OMol25 structures with the same formula, charge and spin (kJ/mol) = 443.0
- E_LUMO (alpha / beta) (eV) = -5.01 / -5.01
- HOMO level (alpha / beta) (eV) = -12.30 / -12.30

***

Record 4
The following is a DFT calculation (ωB97M-V/def2-TZVPD) of a single C10H12O molecule in a non-equilibrium geometry.

Structure (ORCA input):
```
! RIJCOSX wB97M-V def2-TZVPD def2/J DEFGRID3
* xyz 0 1
O 2.1448 -2.1019 -0.1418
C 1.7459 -0.7315 -0.1515
C 2.6984 0.1831 -0.0916
C 2.4412 1.5698 -0.0191
C 1.0177 1.9240 0.1765
C 0.0772 0.8761 -0.1254
C 0.3485 -0.4678 -0.2874
C -0.5027 -1.5491 -0.0183
C -1.8164 -1.0191 0.4620
C -2.1552 0.2068 -0.4702
C -1.4490 1.3857 -0.0755
H 1.3734 -2.6290 0.2468
H 3.7261 -0.1648 0.2258
H 3.3486 2.4214 0.0534
H 0.7333 2.9282 0.4050
H -0.0736 -2.0065 0.9166
H -0.3225 -2.4698 -0.8916
H -1.7520 -0.5837 1.4234
H -2.7390 -1.7846 0.4585
H -1.7460 -0.3139 -1.4502
H -3.2646 0.4280 -0.4466
H -1.7948 2.0329 -1.0934
H -2.0394 1.8658 0.8944
*
```

Values from the calculation:
- structure (SMILES) = Oc1cccc2c1CCCC2
- energy above the lowest of the compared OMol25 structures with the same formula, charge and spin (kJ/mol) = 384.6
- E_LUMO (eV) = 0.80
- HOMO level (eV) = -8.50

***

Record 5
The following is a DFT calculation (ωB97M-V/def2-TZVPD) of a single C10H12O2 molecule in a non-equilibrium geometry.

Structure (ORCA input):
```
! RIJCOSX wB97M-V def2-TZVPD def2/J DEFGRID3
* xyz 0 1
C -0.1228 -2.6099 0.4202
C -0.3041 -1.0979 0.5398
C 0.7066 -0.3570 1.3013
C 1.8032 0.2076 0.5608
C 1.5702 1.4736 -0.1920
C 0.4081 2.0358 -0.4394
C -0.7642 2.5461 -0.7250
O -1.7653 2.2309 -1.5321
O -1.3967 1.1739 -2.3976
C -0.7601 0.1400 -1.7418
C -1.0164 -0.4029 -0.5960
C -1.6977 -0.5540 0.5761
H -1.0517 -3.1228 -0.0165
H 0.3143 -2.8744 1.2972
H 0.5717 -2.6219 -0.4419
H 0.9510 -1.0144 2.1528
H 0.2741 0.5216 1.7474
H 2.2804 -0.3466 -0.3433
H 2.8164 0.3299 1.1468
H 2.4284 1.9194 -0.6914
H -1.0750 3.4382 -0.1835
H 0.2378 0.0147 -2.2482
H -2.0002 0.2741 1.2366
H -2.4080 -1.3039 0.5700
*
```

Values from the calculation:
- structure (SMILES) = C[C@@]12CCC=C=COO/C=C/1C2
- energy above the lowest of the compared OMol25 structures with the same formula, charge and spin (kJ/mol) = 797.0
- E_LUMO (eV) = 0.80
- HOMO level (eV) = -8.34

***

Record 6
The following is a DFT calculation (ωB97M-V/def2-TZVPD) of a molecular structure, C10H12O2S in a non-equilibrium geometry.

Structure (ORCA input):
```
! RIJCOSX wB97M-V def2-TZVPD def2/J DEFGRID3
* xyz 0 1
C 1.5636 -2.7687 1.2061
C 1.4416 -1.7455 2.0981
C 0.6205 -2.8164 0.1966
C 0.4366 -0.7798 2.1156
C -0.3633 -1.8016 0.0319
C -0.3819 -0.8155 0.9978
C -0.6858 0.6040 -2.2588
C -1.6384 1.7425 -1.9955
C -0.7267 1.3716 -0.9488
C 0.3419 2.2858 -0.2671
O -1.7085 1.3539 1.8036
O 1.4565 1.4519 0.0096
S -1.7570 0.3279 0.8042
H 2.2735 -3.5954 1.2327
H 2.0848 -1.7672 2.9834
H 0.4692 -3.6067 -0.5087
H 0.4185 0.0814 2.9910
H -1.1131 -1.7330 -0.8126
H -1.2462 -0.3729 -2.3540
H 0.1665 0.5827 -2.8433
H -1.7091 2.7225 -2.4945
H -2.6525 1.3973 -1.8383
H -0.1888 2.6135 0.7199
H 0.7266 3.2113 -0.8745
H 2.1716 2.0563 0.0057
*
```

Values from the calculation:
- energy above the lowest of the compared OMol25 structures with the same formula, charge and spin (kJ/mol) = 477.8
- E_LUMO (eV) = 0.42
- HOMO level (eV) = -8.18

***

Record 7
The following is a DFT calculation (ωB97M-V/def2-TZVPD) of a single C10H12O4 molecule in a non-equilibrium geometry.

Structure (ORCA input):
```
! RIJCOSX wB97M-V def2-TZVPD def2/J DEFGRID3
* xyz 0 1
C 1.8849 -2.7820 1.8832
C 2.1574 -2.1150 0.7758
C 2.7179 -0.9720 -0.2312
C 1.4320 -0.4423 -1.0486
C 0.9423 0.6824 -0.0015
C -0.2669 1.6653 -0.4158
C -1.5387 1.6410 0.5785
O -1.7764 0.3694 1.2453
C -2.1011 -0.6637 0.3013
C -3.4864 -0.7170 -0.5490
O -1.2779 -1.6232 0.1379
C 2.3898 1.4268 0.1522
O 2.6980 2.6474 0.0537
O 3.2510 0.2613 0.3841
H 1.7763 -3.4789 2.7949
H 3.5237 -1.5032 -0.8766
H 1.8272 0.1848 -1.9380
H 0.6796 -1.1826 -1.4955
H 0.8066 0.2780 1.0854
H -0.5362 1.4972 -1.5345
H 0.1641 2.7495 -0.3655
H -1.3687 2.4909 1.3569
H -2.4876 1.9544 -0.0193
H -3.5759 0.1406 -1.3081
H -3.4635 -1.7131 -1.1515
H -4.3714 -0.7960 0.1858
*
```

Values from the calculation:
- structure (SMILES) = C#C[C@H]1C[C@H](CCOC(C)=O)C(=O)O1
- energy above the lowest of the compared OMol25 structures with the same formula, charge and spin (kJ/mol) = 601.4
- E_LUMO (eV) = 0.63
- HOMO level (eV) = -9.73

***

Record 8
The following is a DFT calculation (ωB97M-V/def2-TZVPD) of 2 unconnected molecules or ions with the total composition C10H12OSi in a non-equilibrium geometry.

Structure (ORCA input):
```
! RIJCOSX wB97M-V def2-TZVPD def2/J DEFGRID3
* xyz 0 1
O 0.5354 -3.0043 -1.9055
Si -0.1860 -1.7667 -2.2960
C -1.1475 -0.8000 -1.0196
C -1.1268 -1.2265 0.3224
C -1.6704 -0.3763 1.3180
C -2.3150 0.8125 0.9201
C -2.2785 1.2529 -0.3728
C -1.7130 0.4256 -1.3424
H -0.0037 -1.2627 -3.7744
H -0.6251 -2.1140 0.5330
H -1.6448 -0.7017 2.3857
H -2.9347 1.4358 1.5464
H -2.8965 2.0775 -0.6231
H -1.7008 0.6189 -2.4127
C 2.3161 1.2880 -1.2537
C 2.1045 0.4019 -0.2714
C 2.0362 -0.3550 0.7720
C 1.8148 0.2111 2.1763
H 3.2802 1.7270 -1.4595
H 1.4599 1.6504 -1.7275
H 1.7826 -1.4272 0.6817
H 0.8734 0.8479 2.3958
H 2.4915 0.9193 2.5506
H 1.5482 -0.6345 2.8564
*
```

Values from the calculation:
- structure (SMILES) = O=[SiH]c1ccccc1.C=C=CC
- energy above the lowest of the compared OMol25 structures with the same formula, charge and spin (kJ/mol) = 197.2
- E_LUMO (eV) = -0.17
- HOMO level (eV) = -9.41

***

Record 9
The following is a DFT calculation (ωB97M-V/def2-TZVPD) of a molecular structure, C10H13AgBrO3 in a non-equilibrium geometry.

Structure (ORCA input):
```
! RIJCOSX wB97M-V def2-TZVPD def2/J DEFGRID3
* xyz 1 1
C 0.2300 1.4434 2.2236
C 1.5240 1.3333 1.4307
C 1.3607 1.3195 -0.1180
C -0.0136 1.1467 -0.6383
C -0.8428 0.1125 -0.6371
C -0.6092 -1.2180 -0.0287
C 0.2027 -2.1821 -0.9208
C 1.1125 -3.0058 -0.0233
Br 1.5005 -4.7515 -0.7573
C -2.0256 0.5761 -1.3977
O -3.1280 0.0999 -1.5302
O -1.6904 1.6881 -2.1030
C -0.7099 2.3003 -1.2977
O -0.5923 3.4740 -1.0884
H -0.3352 0.5229 2.2472
H -0.3747 2.2524 1.8389
H 0.4939 1.6484 3.2497
H 2.1105 2.2069 1.6697
H 2.1315 0.4878 1.7188
H 2.0022 0.5787 -0.5773
H 1.7167 2.2679 -0.4954
H -1.5637 -1.6776 0.1885
H -0.0801 -1.0612 0.8990
H -0.4762 -2.8887 -1.3716
H 0.7582 -1.6741 -1.6967
H 2.0311 -2.4879 0.2079
H 0.6103 -3.1689 0.9161
Ag -5.3432 0.6572 -1.9087
*
```

Values from the calculation:
- energy above the lowest of the compared OMol25 structures with the same formula, charge and spin (kJ/mol) = 51.0
- E_LUMO (eV) = -5.93
- HOMO level (eV) = -12.45

***

Record 10
The following is a DFT calculation (ωB97M-V/def2-TZVPD) of a molecular structure, C10H13BBrMnN2O2.

Structure (ORCA input):
```
! RIJCOSX wB97M-V def2-TZVPD def2/J DEFGRID3
* xyz 1 2
Mn 0.0238 0.2152 -0.3754
N -0.5382 -1.5375 0.3015
C -0.8611 -2.3900 -0.8931
C -2.0114 -1.8058 -1.6996
C -1.7022 -0.5179 -2.4298
O -1.9067 -0.3035 -3.5716
O -1.1140 0.4836 -1.6361
H 0.2503 -1.9482 0.8028
H -1.3184 -1.5152 0.9562
H -1.1096 -3.3884 -0.5360
H 0.0499 -2.4631 -1.4895
H -2.8809 -1.6285 -1.0589
H -2.3191 -2.5267 -2.4551
Br -0.9118 4.6915 4.1033
C -0.5722 3.3262 2.8668
C -1.6257 2.5179 2.4430
C -1.3707 1.4945 1.5499
C -0.0683 1.3539 1.0676
C 0.9947 2.1585 1.4640
C 0.7241 3.1501 2.3934
H -2.6268 2.6886 2.8129
H -2.1822 0.8692 1.1969
H 1.9922 2.0239 1.0698
H 1.5182 3.7929 2.7472
B 3.6856 -1.7457 -1.8300
C 2.6327 -0.8843 -1.1363
N 1.7635 -0.2785 -0.6250
H 2.9603 -2.2447 -2.6797
H 4.4924 -1.0132 -2.3286
H 4.0317 -2.5748 -1.0307
*
```

Values from the calculation:
- E_LUMO (alpha / beta) (eV) = -6.48 / -6.02
- HOMO level (alpha / beta) (eV) = -12.99 / -13.10

***

Record 11
The following is a DFT calculation (ωB97M-V/def2-TZVPD) of a molecular structure, C10H13Br2FeNO9P2S2.

Structure (ORCA input):
```
! RIJCOSX wB97M-V def2-TZVPD def2/J DEFGRID3
* xyz 1 6
Fe 0.1266 0.8324 0.1849
C 0.9360 -2.7178 1.9835
C 1.9060 -1.5719 2.2259
O 2.9545 -2.0459 3.0547
P 1.1028 -0.1434 3.0161
O 0.4583 -0.6421 4.3446
O 2.2174 0.8809 3.3982
O 0.0618 0.4524 2.0761
P 2.6299 -0.8543 0.6873
O 3.3439 -2.0303 -0.0801
O 3.5184 0.2487 1.1428
O 1.4359 -0.4714 -0.2134
H 0.5654 -3.0970 2.9347
H 1.4644 -3.5197 1.4697
H 0.0965 -2.4029 1.3654
H 3.6384 -1.3679 3.1484
H 0.1293 0.0160 4.9722
H 2.8655 0.9667 2.6448
H 4.2820 -2.1310 0.1274
Br -0.3833 0.6777 -2.6412
C -2.0784 -0.1395 -2.2222
Br -2.0684 -0.7605 -0.3797
H -2.2223 -1.0003 -2.8611
H -2.8521 0.6141 -2.2921
O -3.3961 2.7521 1.2880
S -2.7530 3.0081 0.0447
O -3.3348 2.5341 -1.1758
N -1.1652 2.4354 0.1051
C -0.2794 3.3984 -0.0116
S 1.3472 2.8903 -0.0436
C -0.8433 4.7475 -0.1220
C -0.1891 5.9618 -0.2306
C -0.9668 7.1098 -0.3187
C -2.3559 7.0377 -0.2982
C -3.0172 5.8162 -0.1896
C -2.2310 4.6905 -0.1052
H 0.8917 6.0120 -0.2444
H -0.4869 8.0749 -0.4032
H -2.9358 7.9480 -0.3672
H -4.0968 5.7592 -0.1722
*
```

Values from the calculation:
- energy above the lowest of the compared OMol25 structures with the same formula, charge and spin (kJ/mol) = 0.0
- E_LUMO (alpha / beta) (eV) = -3.85 / -5.29
- HOMO level (alpha / beta) (eV) = -12.99 / -12.89

***

Record 12
The following is a DFT calculation (ωB97M-V/def2-TZVPD) of a molecular structure, C10H13Cl6Ge2HfO5S2Se.

Structure (ORCA input):
```
! RIJCOSX wB97M-V def2-TZVPD def2/J DEFGRID3
* xyz 1 1
Hf 0.6559 -2.0035 0.2626
S -3.0371 -0.0247 2.2702
C -3.9291 1.3769 1.5944
C -4.1172 1.4490 0.2173
C -4.8424 2.5118 -0.3015
C -5.3715 3.4748 0.5463
C -5.1823 3.3848 1.9191
C -4.4560 2.3320 2.4538
H -3.7180 0.6736 -0.4245
H -5.0012 2.5797 -1.3693
H -5.9410 4.2978 0.1359
H -5.6037 4.1331 2.5763
H -4.3005 2.2493 3.5212
O -0.5791 -2.0831 -1.3938
Se -2.0011 -2.6480 -0.6207
O -2.1595 -4.2186 -0.8217
O -1.2262 -2.3942 0.9184
O -3.2077 -1.6340 -0.8212
Cl -0.3142 0.6533 -0.2228
Ge -1.0798 0.7985 1.8358
Cl 0.5517 -0.4563 2.6205
Cl -0.7002 2.7931 2.4040
Cl 1.9035 -3.3327 2.0275
Ge 0.6007 -5.4308 1.0201
Cl 2.2171 -6.8393 0.9858
Cl 1.4380 -4.1287 -0.9571
O 2.4149 -1.0559 -0.3809
S 3.6580 -1.3937 -1.2583
C 3.5253 -0.1945 -2.6165
C 4.4293 1.0036 -2.2888
C 4.6798 0.9952 -0.7823
C 4.9569 -0.4613 -0.4347
H 2.4635 0.0514 -2.6437
H 3.7841 -0.7112 -3.5390
H 3.9654 1.9293 -2.6239
H 5.3753 0.9004 -2.8211
H 3.8035 1.3463 -0.2355
H 5.5231 1.6254 -0.5039
H 4.9288 -0.7263 0.6211
H 5.8928 -0.8224 -0.8691
*
```

Values from the calculation:
- energy above the lowest of the compared OMol25 structures with the same formula, charge and spin (kJ/mol) = 22.8
- E_LUMO (eV) = -3.57
- HOMO level (eV) = -12.05